No. 1
72
Properties=species:S:1:pos:R:3:forces:R:3:lowdin_charge:R:1 method="wB97M-V/def2-TZVPD" homo_ha="-0.2481 / -0.2482" e_lumo_ev="0.047 / 0.054" homo_lumo_gap_ev="6.798 / 6.809" multiplicity=4 s_squared=3.756
O -0.360824 0.597239 -2.970192 0.2847 1.0641 -0.7630 -0.175
C 0.564072 0.939230 -4.051475 0.6259 -1.2335 0.5238 -0.181
C -0.294143 2.079371 -4.610996 0.9693 -0.1373 -0.0677 -0.052
H 0.616643 0.000164 -4.563321 0.2834 0.5130 -0.3477 0.046
H 1.565671 1.111744 -3.660213 -0.1925 0.4634 -0.3363 0.090
C -1.279894 1.586057 -3.539566 0.1376 0.7827 0.9255 -0.564
H -0.604115 2.007741 -5.706948 0.4422 0.2628 1.5539 0.137
H 0.123201 3.069605 -4.278157 -0.4274 -0.8329 -1.0498 0.124
C -2.452593 0.941038 -4.177825 -0.3603 -0.1476 -0.3004 -0.001
H -2.090839 0.133217 -4.825484 -0.2640 0.0690 0.2908 0.081
H -2.892893 1.696733 -4.808417 -0.4427 0.2278 -0.3666 0.091
H -3.214738 0.586510 -3.501693 -0.1213 -0.2931 0.3080 0.085
C -1.492831 2.754160 -2.583335 -0.4976 0.2242 -0.0189 -0.018
H -0.527529 3.209185 -2.343034 -0.1051 -0.1552 0.0251 0.086
H -2.025823 2.593027 -1.645019 0.0319 -0.2912 -0.2001 0.075
H -2.061518 3.488608 -3.150081 -0.0921 0.3038 -0.0178 0.094
Nd 0.595041 -1.127464 -0.738443 -0.3065 1.3191 1.8266 1.803
C 1.370575 0.804179 0.866814 0.5816 0.5903 -0.3892 -0.241
C 2.633193 0.222890 0.592297 0.2870 0.4425 -0.1419 -0.209
C 2.967620 0.497491 -0.762149 -0.0290 0.2074 0.2858 -0.185
H 3.295537 -0.218365 1.337644 -0.3828 -0.2060 -0.3781 0.108
C 1.916900 1.281291 -1.308390 0.0399 0.3307 0.5430 -0.230
C 0.924130 1.451027 -0.314973 1.0499 0.6293 0.1052 -0.248
H 0.064848 2.096947 -0.407213 -0.0319 -0.2385 0.0032 0.087
H 0.882812 0.860811 1.829800 -0.0272 -0.2723 -0.1522 0.093
H 3.922675 0.312004 -1.260686 -0.3965 -0.1510 0.2631 0.095
H 1.965880 1.855119 -2.228224 -0.0450 -0.3764 0.3900 0.084
C -1.424799 -1.246578 1.061902 -0.7396 -0.2882 -0.2684 -0.197
C -1.527000 0.058375 0.528000 -0.7711 -0.4836 -0.3865 -0.198
C -1.938834 -0.056931 -0.824702 -0.4696 0.0932 0.3375 -0.225
H -1.445108 0.987103 1.088417 0.0893 -0.3044 -0.1589 0.111
C -1.997568 -1.429761 -1.168612 -1.0033 0.1548 0.4432 -0.251
C -1.783887 -2.170537 0.029055 0.0625 0.2196 0.1869 -0.213
H -2.035833 -3.221910 0.176748 0.6306 0.2238 -0.1550 0.105
H -1.231922 -1.447641 2.112626 0.1004 -0.0897 -0.4323 0.080
H -2.431728 0.746823 -1.376123 0.9191 -0.4529 -0.0384 0.080
H -2.292616 -1.802839 -2.150828 -0.0199 -0.0197 0.3901 0.100
O 0.302486 -1.777700 -5.046043 0.3461 -0.0476 -3.1078 -0.185
C 0.050426 -0.922932 -6.311158 0.7293 -0.1133 0.8896 -0.146
C 0.656546 -1.612071 -7.524699 -0.4353 -0.3316 0.0211 -0.164
H 0.643720 0.006882 -6.195030 -0.7186 -0.5017 -0.0090 0.101
H -1.029358 -0.680466 -6.379777 0.7404 -0.3500 0.2000 0.119
C 1.599440 -2.686680 -6.919904 -0.3090 0.2011 -1.2307 -0.162
H 1.238750 -0.902713 -8.139291 -0.4037 -0.2093 0.3311 0.114
H -0.128903 -2.037213 -8.176416 0.4544 -0.0129 0.3558 0.112
C 1.386484 -2.704396 -5.406910 -0.1934 0.3146 0.0918 -0.177
H 2.624885 -2.412581 -7.206471 -0.2140 -0.3707 0.3286 0.110
H 1.332974 -3.623322 -7.423641 0.3624 -0.0365 0.4426 0.108
H 2.335961 -2.379615 -4.941715 -0.5370 -0.1296 0.2086 0.118
H 1.120117 -3.723551 -5.075268 0.0472 0.5890 0.1463 0.120
C -0.464659 -0.154388 5.044064 -0.0004 -0.0140 0.0213 -0.111
N -0.144123 -1.222443 4.134705 -0.5110 -0.0728 -0.4205 -0.286
C -0.758143 -2.466575 4.579738 0.0455 0.0879 0.2069 -0.096
C 1.277155 -1.289539 3.844884 0.1351 0.2433 0.2521 -0.183
C 1.547779 -2.387440 2.855588 0.5644 -1.0864 0.5983 -0.257
C 2.004481 -3.616681 3.353929 -0.2721 -0.0245 -0.5520 -0.048
C 2.082085 -4.733234 2.496165 0.2374 0.4064 0.3290 -0.099
C 1.794413 -4.591580 1.151705 -0.3360 0.4447 -0.9515 -0.098
C 1.350305 -3.336863 0.643589 1.2819 -1.7964 2.2603 -0.243
C 1.239989 -2.264648 1.505514 -0.7540 0.8708 -2.6074 -0.176
H 0.017802 -0.314038 6.018364 -0.0144 0.1228 0.2627 0.083
H -1.548314 -0.124880 5.185093 0.1271 0.1598 0.0560 0.082
H -0.124756 0.804067 4.647588 -0.0150 -0.0032 -0.0156 0.082
H -0.763120 -3.250395 3.814545 0.1487 0.2750 0.0265 0.085
H -0.268503 -2.878519 5.485137 -0.0734 0.0407 -0.1044 0.090
H -1.798406 -2.235847 4.835811 0.1437 -0.1628 -0.0362 0.082
H 1.604420 -0.318700 3.452717 -0.1872 -0.1204 -0.0256 0.104
H 1.842428 -1.420927 4.795168 0.0215 -0.2663 -0.2483 0.123
H 2.275475 -3.711834 4.412679 -0.1695 -0.0339 -0.3869 0.110
H 2.384960 -5.695056 2.898526 0.0598 0.0883 -0.1219 0.094
H 1.921696 -5.417202 0.452991 -0.0837 -0.1192 0.2656 0.093
H 1.144443 -3.335282 -0.446387 -0.0271 -0.1894 0.0915 0.032



No. 2
77
Properties=species:S:1:pos:R:3:forces:R:3:lowdin_charge:R:1 method="wB97M-V/def2-TZVPD" homo_ha="-0.2700 / -0.2830" e_lumo_ev="-0.527 / -2.732" homo_lumo_gap_ev="6.820 / 4.970" e_above_lowest_kcal_mol=23.5 multiplicity=5 s_squared=6.079
Pd -0.027100 0.457100 -0.179800 0.7414 0.8228 -0.3950 0.506
C 4.985500 -2.756200 3.676800 0.0324 0.1623 0.0026 -0.035
C 5.155600 -1.232600 3.601400 0.1758 -0.1019 0.0693 -0.551
C 5.605000 -0.723800 4.973100 -0.1066 -0.0712 -0.2270 -0.060
C 6.250800 -0.874100 2.583500 -0.1383 -0.0514 0.1281 -0.037
C 3.844400 -0.623000 3.142200 0.0039 -0.4056 -0.7639 -0.148
C 3.353300 -0.965500 1.895200 0.2064 -0.0213 0.4725 0.033
C 2.206000 -0.353000 1.397600 -0.1571 -0.5190 -0.7162 -0.157
N 1.625000 -0.638900 0.202900 0.0186 0.4629 0.2777 -0.035
C 1.685000 -1.860000 -0.444700 0.7173 -0.3222 0.2056 -0.220
C 2.825500 -2.533100 -0.841100 -0.3451 0.6644 0.1842 0.028
C 2.749000 -3.808000 -1.399300 -0.0085 -0.1459 -0.0666 -0.130
C 1.488400 -4.388100 -1.571700 -0.4052 -0.1255 -0.0191 0.049
C 0.311100 -3.759700 -1.222000 -0.1257 -0.4556 -0.3677 -0.067
C 0.376000 -2.448100 -0.660600 -0.7685 0.6473 0.6824 -0.337
O -0.653700 -1.783000 -0.303700 0.7761 -1.7242 -0.3439 -0.084
C -1.062100 -4.380400 -1.401400 -0.1056 -0.0968 -0.0158 -0.533
C -1.720600 -4.507300 -0.018500 0.0380 0.1213 -0.0197 -0.029
C -1.903900 -3.467600 -2.304900 0.0057 0.1272 0.0851 -0.032
C -1.013200 -5.768800 -2.041700 0.0726 0.2600 0.1272 -0.061
C 4.038400 -4.514400 -1.779600 0.2531 -0.1056 -0.0771 -0.549
C 3.826700 -5.895400 -2.407500 -0.0725 0.2718 0.1243 -0.059
C 4.794900 -3.647200 -2.797200 -0.1047 -0.0238 0.0953 -0.036
C 4.895800 -4.700600 -0.517000 -0.1298 0.0363 -0.0939 -0.036
C 1.473400 0.601500 2.197600 -0.4910 0.2146 -0.4343 -0.232
O 0.413900 1.127000 1.679100 0.4249 -0.0928 0.5641 -0.170
C 1.919200 0.859400 3.518200 0.4309 0.0540 0.4219 -0.076
C 3.102700 0.266700 3.923900 -0.6732 0.5372 0.0801 0.030
C 1.200100 1.771900 4.506500 -0.1365 0.1399 0.1635 -0.536
C 2.101400 2.980700 4.802500 -0.1057 -0.1428 -0.0365 -0.038
C -0.151700 2.291400 4.015000 0.0052 0.0799 -0.0482 -0.059
C 0.934700 0.985400 5.800900 0.0587 0.1088 -0.1337 -0.043
H 5.906700 -3.219000 4.020400 0.1505 -0.0959 0.0621 0.085
H 4.736600 -3.175500 2.705800 -0.0349 -0.0788 -0.1119 0.068
H 4.187200 -3.010800 4.371200 -0.0620 -0.0706 0.0692 0.093
H 6.567100 -1.166600 5.219700 0.0951 -0.0480 0.0441 0.085
H 4.899400 -1.003000 5.751400 -0.0891 0.0132 0.1367 0.086
H 5.724900 0.356800 4.968000 0.0133 0.1447 0.0684 0.088
H 7.207100 -1.275100 2.912500 0.1309 -0.0423 0.0193 0.085
H 6.338200 0.207700 2.493000 0.0516 0.0685 -0.0374 0.093
H 6.031100 -1.281900 1.599600 -0.0102 -0.0197 -0.0969 0.071
H 3.840700 -1.712100 1.295300 0.1672 -0.0321 -0.0543 0.087
H 3.780500 -2.040900 -0.752900 0.0934 0.0457 0.0891 0.115
H 1.425900 -5.369200 -2.007900 0.0257 -0.1622 -0.0257 0.093
H -1.831800 -3.527900 0.439300 -0.0588 -0.0676 0.0461 0.077
H -1.111800 -5.133000 0.633500 0.0025 -0.0930 0.0711 0.091
H -2.705100 -4.959200 -0.117400 -0.1063 -0.0940 -0.0186 0.087
H -2.055400 -2.496500 -1.841300 -0.0448 -0.0212 -0.0672 0.072
H -2.877500 -3.916800 -2.485100 -0.1089 -0.1148 -0.0575 0.087
H -1.403100 -3.320200 -3.259900 -0.0029 -0.0031 -0.1740 0.093
H -0.478000 -6.478200 -1.415700 0.1131 -0.1424 0.0506 0.085
H -0.550200 -5.734600 -3.024200 0.0837 -0.0548 -0.1682 0.086
H -2.030800 -6.131300 -2.163700 -0.0948 -0.0570 -0.0103 0.085
H 3.221900 -5.829400 -3.307700 -0.1024 -0.0567 -0.1338 0.088
H 3.356500 -6.582300 -1.708600 -0.1075 -0.1178 0.0517 0.088
H 4.795400 -6.307700 -2.682700 0.0542 -0.0469 -0.0178 0.086
H 4.165500 -3.459400 -3.664400 -0.0021 0.0322 -0.1413 0.094
H 5.697700 -4.159000 -3.124300 0.0923 -0.0382 -0.0284 0.087
H 5.083400 -2.688100 -2.374900 0.0415 0.1008 0.0147 0.078
H 4.345800 -5.265300 0.233600 -0.0164 -0.0656 0.0978 0.093
H 5.184400 -3.746900 -0.082700 0.0388 0.1289 0.0750 0.067
H 5.803700 -5.247300 -0.763700 0.1033 -0.0437 -0.0211 0.088
H 3.458100 0.504900 4.911500 0.0844 0.0182 0.1250 0.095
H 2.342200 3.504400 3.879900 0.0376 0.0837 -0.0825 0.092
H 3.029700 2.675900 5.277300 0.1674 -0.0149 0.0521 0.075
H 1.593900 3.675800 5.467600 -0.0812 0.0737 0.0954 0.085
H -0.046800 2.901300 3.121700 -0.0759 0.0015 -0.0025 0.084
H -0.608400 2.904300 4.792400 0.0438 0.0117 0.1368 0.086
H -0.826700 1.468900 3.791500 -0.0902 0.0178 -0.0628 0.090
H 1.851700 0.639900 6.268700 0.1193 -0.0508 0.0891 0.072
H 0.312700 0.117900 5.590800 -0.0790 -0.0912 0.0107 0.092
H 0.412300 1.620700 6.512600 -0.0679 0.0657 0.0974 0.085
S -3.365000 0.927500 -3.565200 -0.0987 -0.3719 -0.1161 -0.057
Sb -2.117100 2.598000 -2.607000 0.9700 0.0123 1.0966 0.352
S 0.299500 0.051700 -2.440000 -0.0173 0.1315 0.0580 0.132
S -1.861600 1.792000 -0.291800 -0.6867 0.6597 -0.9730 -0.112
S 0.323400 1.837000 -3.270800 -0.7285 0.1807 -0.1812 -0.052



No. 3
82
Properties=species:S:1:pos:R:3:forces:R:3:lowdin_charge:R:1 method="wB97M-V/def2-TZVPD" homo_ha=-0.4360 total_charge=+2 e_lumo_ev=-7.626 homo_lumo_gap_ev=4.237
C 3.846415 -4.913504 -0.180318 -0.1832 0.0730 0.0412 -0.046
C 4.267717 -3.712033 -0.976120 0.0877 -0.0365 -0.0682 -0.269
C 5.336606 -3.770522 -1.868621 -0.0554 -0.0648 0.0775 -0.030
C 5.706710 -2.660192 -2.595224 0.0793 -0.0522 -0.0135 -0.019
C 5.039778 -1.436700 -2.504984 -0.1018 0.0713 0.1227 -0.118
C 5.537797 -0.307342 -3.389436 -0.0031 0.0743 -0.1486 -0.352
C 5.305082 -0.667268 -4.867425 0.3472 -0.1062 0.0893 -0.057
C 5.015430 1.101332 -3.115684 -0.1930 -0.0976 -0.1271 -0.063
C 3.964614 -1.401399 -1.620579 0.1538 0.1767 -0.3501 -0.218
O 3.220754 -0.238445 -1.451977 -0.0964 -0.0119 0.2599 -0.099
C 1.940336 -0.273303 -2.070855 0.2519 0.0193 0.3419 -0.040
B 1.108792 0.931118 -1.549526 -0.1469 0.2584 0.4712 -0.519
O 1.713975 2.173629 -1.300231 -0.1185 -0.2020 -0.9581 0.189
B 0.940742 3.246022 -1.700337 0.0225 0.4648 0.6483 -1.067
Br 1.748841 4.778368 -2.479076 0.0715 0.0453 0.1473 0.893
O -0.427346 3.194002 -1.548094 0.0703 -0.1398 -0.8453 0.224
B -0.949900 1.945871 -1.917964 0.0728 -0.0011 0.7426 -0.497
C -2.111785 1.791175 -2.930476 -0.4912 0.2837 0.1613 -0.042
C -3.402449 1.172590 -2.344205 0.2664 -0.2174 -0.1668 -0.193
C -3.255930 -0.249747 -1.799217 -0.3517 0.0079 0.0963 -0.188
C -3.385128 -1.367033 -2.847720 -0.0466 -0.2077 0.1981 -0.209
N -4.284778 -2.432356 -2.368063 -0.0622 0.0130 -0.2650 -0.005
C -3.824221 -3.782589 -2.535905 0.0433 -0.1113 -0.0751 -0.563
N -3.873919 -4.636403 -1.605766 0.1113 -0.0151 0.0940 0.129
N -3.335493 -4.144722 -3.793076 0.0613 0.4719 0.0648 0.112
O -0.259091 0.861349 -1.349562 0.0736 -0.1919 -0.9925 0.277
C 3.598012 -2.506407 -0.867338 0.0040 -0.2226 0.1066 0.011
H 3.346420 -5.646064 -0.814347 0.0596 -0.0604 -0.0488 0.087
H 3.134920 -4.628748 0.594701 0.0176 -0.0186 0.0623 0.070
H 4.693767 -5.401305 0.296176 0.0584 -0.0359 -0.0065 0.083
H 5.887194 -4.693047 -1.994535 0.0203 -0.0559 0.0382 0.120
H 6.549237 -2.746121 -3.269403 0.0486 0.0620 -0.0302 0.122
H 6.621708 -0.273891 -3.251324 0.0280 -0.0111 0.1050 0.139
H 6.017019 -1.424642 -5.194954 -0.0836 -0.1123 -0.0077 0.076
H 4.305343 -1.068357 -5.027980 -0.1231 0.1493 -0.0640 0.084
H 5.476235 0.204750 -5.497043 -0.1418 0.0469 -0.0566 0.080
H 5.624507 1.810075 -3.674870 0.0631 0.0549 0.0377 0.085
H 3.993594 1.212675 -3.485355 -0.0515 0.0262 0.0534 0.073
H 5.016910 1.368685 -2.063574 0.1073 0.0339 0.0587 0.081
H 1.429838 -1.220600 -1.884261 -0.0100 -0.0895 -0.0993 0.132
H 2.042633 -0.143779 -3.160189 -0.0554 -0.1671 -0.0850 0.147
H -2.354266 2.786283 -3.308340 0.0185 0.0197 -0.0568 0.122
H -1.793311 1.212469 -3.802559 0.1412 -0.1498 0.0897 0.131
H -4.146557 1.156929 -3.141826 -0.1447 0.0925 0.0703 0.113
H -3.792660 1.823520 -1.560406 0.0178 0.0812 0.0113 0.110
H -4.056034 -0.421880 -1.078143 -0.0404 -0.0051 0.0096 0.104
H -2.320932 -0.368197 -1.253677 0.0488 0.0199 0.0591 0.094
H -2.416077 -1.830243 -3.026929 0.0711 0.1006 -0.1487 0.112
H -3.739160 -0.946115 -3.792489 0.0538 0.0209 -0.0955 0.116
H -5.206991 -2.339433 -2.775991 -0.0897 0.0293 0.1463 0.123
H -4.216749 -4.179253 -0.766042 0.0246 0.0105 0.0299 0.039
H -3.493497 -3.463301 -4.517229 0.1314 0.0537 -0.0086 0.080
H -2.391117 -4.494953 -3.801551 -0.1255 -0.4110 -0.0155 0.092
H 2.763717 -2.426704 -0.178722 -0.0583 0.0842 0.0003 0.116
C 1.957895 1.334162 1.649738 -0.0681 -0.0687 0.0056 0.083
N 0.800384 1.505243 2.564198 0.0606 -0.0094 0.0016 -0.051
C 0.178522 2.694493 2.595748 -0.0438 0.0368 -0.0149 0.036
C -0.920495 2.896729 3.397470 -0.0086 0.0332 0.0550 0.062
C -1.397681 1.848946 4.181074 0.0152 -0.0160 -0.0692 -0.129
C -0.730237 0.629837 4.138428 -0.0674 0.0029 -0.0106 0.059
C 0.369415 0.487150 3.320234 -0.0070 -0.0269 0.0112 0.036
C -2.602497 2.019922 5.036196 -0.0219 -0.0129 0.0651 -0.125
C -3.702533 1.181797 4.886135 0.0552 -0.0251 0.0080 0.060
C -4.795696 1.340907 5.709291 0.0071 -0.0208 -0.0157 0.031
N -4.811576 2.290482 6.655862 -0.0523 -0.0028 0.0241 -0.072
C -3.766849 3.121189 6.810922 0.0268 0.0187 0.0108 0.025
C -2.652251 3.011059 6.014344 0.0283 0.0355 -0.0549 0.060
C -5.979485 2.432285 7.561601 0.0301 0.0067 -0.0350 0.057
H 2.711855 2.078607 1.891718 0.0109 0.0061 -0.0009 0.132
H 1.604631 1.482822 0.629933 0.1924 0.0246 0.3450 0.084
H 2.366016 0.336412 1.773911 0.0105 -0.0044 -0.0225 0.117
H 0.581712 3.467969 1.956810 0.0175 -0.0123 -0.0216 0.165
H -1.402586 3.864289 3.388512 -0.0077 0.0066 -0.0088 0.145
H -1.046451 -0.210727 4.740026 -0.0013 -0.0145 -0.0038 0.144
H 0.921734 -0.438600 3.252074 0.0237 0.0004 -0.0212 0.157
H -3.725955 0.409281 4.130308 -0.0038 -0.0137 -0.0013 0.146
H -5.672334 0.714929 5.630091 -0.0200 0.0031 0.0218 0.156
H -3.851132 3.864017 7.591649 -0.0186 -0.0046 0.0161 0.161
H -1.825518 3.688565 6.176141 0.0085 0.0018 0.0071 0.145
H -6.367310 3.443848 7.478644 -0.0054 0.0085 0.0021 0.118
H -5.657120 2.230803 8.579747 -0.0023 0.0022 0.0123 0.119
H -6.741714 1.719339 7.267837 -0.0119 -0.0064 -0.0068 0.107